{"formula": "C17H22FeNO3", "method": "wB97M-V/def2-TZVPD", "e_homo_ev": [-8.8, -11.8], "orbital_gap_ev": [6.18, 4.68], "multiplicity": 5, "e_lumo_ev": [-2.58, -7.10], "total_charge": 1, "de_lowest_kcal_mol": 0.0, "species": ["Fe", "O", "O", "O", "N", "C", "C", "C", "C", "C", "C", "C", "C", "C", "C", "C", "C", "C", "C", "C", "C", "C", "H", "H", "H", "H", "H", "H", "H", "H", "H", "H", "H", "H", "H", "H", "H", "H", "H", "H", "H", "H", "H", "H"], "coordinates": [[0.517, -0.944, 0.425], [-0.121, -3.518, 1.607], [0.438, -0.463, 3.305], [3.159, -1.892, 1.143], [0.556, 4.402, -1.114], [3.551, 6.706, -0.829], [-0.919, 6.249, -0.977], [0.062, -2.531, 1.019], [0.728, 1.213, -0.390], [3.520, 4.201, -1.136], [2.202, -1.441, 0.662], [-0.836, 4.708, -0.956], [-1.457, -0.003, -0.596], [1.154, -0.510, -2.081], [2.748, 5.423, -0.653], [0.293, -1.486, -1.522], [-0.528, 0.807, 0.109], [1.387, 5.536, -1.360], [-1.041, -1.217, -1.089], [1.384, 0.727, -1.525], [0.408, -0.548, 2.146], [0.533, 6.744, -0.898], [2.979, 3.267, -0.939], [0.726, 7.637, -1.502], [2.192, 1.347, -1.930], [-1.748, -2.050, -1.170], [4.515, 6.631, -0.313], [3.726, 4.263, -2.215], [0.784, 6.972, 0.147], [-0.883, 1.375, 0.980], [-1.365, 6.569, -1.925], [2.523, 5.297, 0.421], [-1.198, 4.306, 0.004], [-1.461, 4.252, -1.743], [4.480, 4.137, -0.609], [1.602, 5.652, -2.446], [1.756, -0.819, -2.940], [0.520, -2.538, -1.742], [-1.525, 6.631, -0.153], [3.748, 6.899, -1.893], [0.820, 3.500, -1.475], [1.161, 2.084, 0.119], [3.017, 7.572, -0.419], [-2.522, 0.213, -0.481]], "forces_ev_per_angstrom": [[-1.1933, 0.2374, 1.7038], [0.4035, 2.2617, -1.5592], [-0.2752, -0.0479, -2.6022], [-2.0750, 1.1031, -1.4993], [-0.6096, 0.7219, -1.4221], [-0.0809, 0.2451, -0.1598], [-0.0433, 0.1343, -0.3864], [-1.2253, -4.2207, 1.9917], [0.4871, 1.8136, -0.6495], [0.1599, -0.1083, -0.0554], [4.3884, -1.4451, 1.8057], [-0.5245, 0.6827, 0.5687], [-1.7183, -0.3442, -0.2617], [0.4249, -0.9389, -1.0335], [0.2922, -0.3470, 0.4686], [-0.1759, -0.8445, -1.6200], [0.5092, 1.1437, 0.7897], [0.1535, 1.4049, 0.4522], [-0.2557, -0.4105, -0.4832], [0.2140, 1.5109, 0.1113], [0.4623, 0.7175, 3.4795], [0.0850, -0.3620, 0.3669], [0.1514, 0.0981, -0.0189], [-0.0851, -0.2719, 0.1689], [-0.1278, -0.3563, 0.1102], [0.0684, 0.3302, -0.0463], [-0.2444, -0.0403, -0.1140], [-0.0107, -0.0095, 0.2388], [0.0543, 0.0096, -0.2617], [-0.0571, -0.1796, -0.5280], [-0.0585, -0.0609, 0.2462], [0.0551, 0.0411, -0.2522], [0.1434, -0.1866, -0.1597], [0.4526, -0.2576, 0.1905], [-0.2122, -0.0320, -0.1621], [-0.2248, -0.5676, 0.1753], [0.0873, 0.0184, 0.4418], [-0.2546, 0.5484, -0.3033], [0.0457, -0.0708, -0.2428], [0.0056, -0.0337, 0.2052], [0.2635, -0.9270, 0.2003], [0.1109, -0.4391, -0.0363], [0.1838, -0.1503, -0.0862], [0.2504, -0.3705, 0.2282]], "mulliken_spin": [1.496, -0.011, -0.022, -0.001, 0.782, 0.012, 0.002, -0.051, 0.288, 0.008, -0.009, 0.008, 0.389, 0.285, 0.075, 0.322, 0.170, 0.000, -0.097, 0.203, -0.034, 0.011, -0.012, -0.004, 0.027, 0.027, 0.001, -0.001, -0.004, -0.011, 0.003, 0.009, 0.066, 0.045, 0.001, 0.073, 0.031, -0.004, 0.000, -0.002, -0.070, -0.021, 0.001, 0.016]}

=====

{"formula": "C17H22MnO4Te", "method": "wB97M-V/def2-TZVPD", "e_homo_ev": [-13.5, -13.5], "orbital_gap_ev": [4.93, 5.72], "multiplicity": 2, "e_lumo_ev": [-8.56, -7.77], "total_charge": 2, "species": ["Te", "Mn", "O", "O", "O", "O", "C", "C", "C", "C", "C", "C", "C", "C", "C", "C", "C", "C", "C", "C", "C", "C", "C", "H", "H", "H", "H", "H", "H", "H", "H", "H", "H", "H", "H", "H", "H", "H", "H", "H", "H", "H", "H", "H", "H"], "coordinates": [[1.558, 0.425, 3.259], [-1.112, 0.625, 0.728], [0.629, -0.691, 0.749], [-1.880, -1.778, -4.446], [-1.570, -0.118, -0.669], [-2.671, -1.484, -1.997], [-0.606, -1.674, 2.687], [0.618, -1.987, 0.118], [0.275, 0.550, -2.641], [-1.651, 1.815, 2.497], [1.114, 0.172, -4.863], [-2.824, 1.621, 1.725], [-1.771, -0.681, -1.834], [-0.915, -0.947, -4.153], [-0.789, -0.321, -2.879], [-0.727, 2.577, 1.718], [-0.010, -0.495, 1.962], [0.066, -0.671, -5.132], [2.670, -1.378, 3.618], [-1.354, 2.874, 0.477], [2.835, 1.103, 1.678], [-2.637, 2.278, 0.481], [1.219, 0.800, -3.618], [1.867, 0.356, -5.613], [-1.562, 1.604, 3.555], [-0.041, -1.153, -6.091], [2.766, -1.953, 2.697], [2.242, 1.660, 0.953], [0.164, 3.064, 2.105], [-1.567, -1.970, 2.254], [-0.388, -2.416, 0.063], [0.054, -2.544, 2.668], [3.586, 1.755, 2.119], [1.010, -1.845, -0.892], [2.031, 1.482, -3.419], [3.654, -1.096, 3.991], [-3.388, 2.388, -0.288], [-2.487, -1.928, -3.676], [2.151, -1.950, 4.387], [0.351, 1.040, -1.670], [3.319, 0.247, 1.209], [-0.793, -1.408, 3.728], [-3.746, 1.181, 2.075], [-0.970, 3.533, -0.290], [1.279, -2.662, 0.668]], "forces_ev_per_angstrom": [[0.2509, -0.2922, -0.5457], [0.4670, 2.2349, 2.4518], [-0.5433, 0.8020, 0.2415], [-0.8832, -0.7233, -0.1660], [-0.7772, -0.6939, -0.0878], [0.2131, 0.4257, 0.6624], [-0.4196, 0.0803, -0.1116], [-0.0755, -0.8357, -0.6816], [0.4942, 0.3122, -0.1616], [0.0375, 0.2318, -0.0607], [-0.2104, -0.0170, 0.1894], [0.2040, 0.0988, -0.0514], [0.0063, -0.9513, -3.0043], [0.8885, 0.8077, 0.5557], [-0.6810, -0.5690, -0.0257], [-0.4658, 0.3012, -0.1209], [1.0955, -0.1967, 0.5419], [-0.4357, -0.2096, 0.2103], [-0.2847, 0.0142, 0.0419], [0.4757, -0.1544, 0.4471], [-0.0745, 0.0042, 0.0983], [0.0287, -0.3052, 0.2883], [-0.1668, 0.0807, 0.5381], [0.0245, 0.0133, -0.1282], [0.1170, -0.2844, -0.1755], [0.0057, -0.0760, -0.1243], [-0.0637, 0.1705, 0.0393], [-0.0186, -0.0732, 0.0850], [0.0359, -0.3595, -0.2772], [0.0867, -0.0330, -0.0064], [0.1422, 0.1935, 0.0509], [0.0384, 0.0772, -0.0128], [-0.0652, -0.0016, 0.0913], [-0.1034, 0.1111, 0.2149], [0.0976, 0.0560, -0.0111], [-0.0512, 0.1650, -0.0503], [0.1450, -0.2902, -0.1322], [0.5232, 0.2583, -0.4027], [-0.0083, 0.0504, -0.0641], [0.0700, -0.0519, -0.2280], [-0.1892, -0.0004, 0.0865], [-0.0872, 0.0018, 0.0101], [0.1090, -0.2805, -0.1289], [0.1389, -0.2789, -0.0898], [-0.0913, 0.1870, 0.0038]], "mulliken_spin": [-0.003, 1.500, -0.043, 0.001, 0.056, 0.006, 0.019, -0.002, 0.007, -0.039, 0.001, -0.086, 0.013, -0.001, 0.008, -0.045, -0.267, -0.001, -0.003, -0.038, 0.003, -0.047, 0.000, 0.000, 0.001, 0.000, 0.001, 0.000, 0.000, -0.013, -0.002, -0.005, 0.001, 0.000, 0.000, -0.002, -0.002, -0.001, 0.000, -0.005, 0.000, 0.002, -0.003, -0.002, -0.003]}

=====

{"formula": "C17H22O5", "method": "wB97M-V/def2-TZVPD", "e_homo_ev": -9.2, "smiles": "C[C@H]1C[C@H]2OC(=O)[C@@]3(C)[C@@H]2[C@H](O[C@@]3(C)O)[C@@]2(C)C(=O)CC=C12", "orbital_gap_ev": 9.73, "multiplicity": 1, "e_lumo_ev": 0.58, "de_lowest_kcal_mol": 82.9, "species": ["O", "O", "O", "O", "O", "C", "C", "C", "C", "C", "C", "C", "C", "C", "C", "C", "C", "C", "C", "C", "C", "C", "H", "H", "H", "H", "H", "H", "H", "H", "H", "H", "H", "H", "H", "H", "H", "H", "H", "H", "H", "H", "H", "H"], "coordinates": [[0.856, 2.346, 1.572], [1.300, 1.599, 3.768], [1.287, -1.519, 0.550], [-0.210, -2.949, -2.567], [2.824, -0.395, 1.390], [-1.806, 2.692, -2.267], [0.102, -0.935, 0.095], [-0.781, -1.981, -2.072], [-0.720, 1.826, -1.774], [-0.434, -0.695, 3.191], [0.618, 0.015, 2.171], [2.069, -2.070, 2.760], [-0.096, -0.795, -1.455], [-0.392, 2.430, -0.379], [0.558, 1.572, 0.378], [-2.334, -0.187, -2.230], [1.022, 1.409, 2.547], [-1.086, 0.336, -1.708], [1.683, -0.992, 1.821], [-2.251, -1.683, -2.227], [1.281, -0.626, -2.164], [-0.084, 0.267, 0.920], [-2.603, -2.102, -3.250], [1.952, -1.912, 3.869], [3.473, -1.166, 1.436], [-2.717, 2.289, -2.034], [-1.242, 2.530, 0.309], [-0.575, -1.768, 3.021], [3.046, -2.477, 2.553], [-1.694, 2.871, -3.313], [1.846, -1.542, -1.940], [-1.128, 0.312, 0.991], [-3.164, 0.370, -2.724], [1.487, 1.329, -0.149], [1.758, 0.338, -1.757], [0.046, 3.500, -0.538], [1.367, -2.943, 2.586], [-0.607, -1.665, 0.378], [-2.864, -2.066, -1.427], [1.142, -0.508, -3.217], [-1.436, -0.290, 3.198], [-0.124, -0.504, 4.129], [-1.594, 3.770, -1.992], [0.224, 1.968, -2.447]], "forces_ev_per_angstrom": [[0.9005, -2.0651, 1.3983], [-0.5635, 0.6073, -4.5777], [-0.4865, -1.7609, -0.6353], [-0.9870, 1.5435, 1.1249], [4.0751, 0.6237, 1.1785], [2.2040, 2.9247, -1.6680], [0.1841, -1.5153, -1.0142], [0.5495, -1.7791, -1.0697], [1.9190, -0.2976, 0.9344], [0.1079, 0.3641, -2.8489], [-2.6754, -1.2451, 1.5756], [-2.3976, -2.7448, 1.9185], [1.5511, 1.1459, 0.5398], [1.2231, 0.9431, -0.7224], [-0.2737, -0.0122, 0.1716], [4.1539, 1.7223, 1.3391], [0.8424, 0.6075, 6.1104], [-3.8454, -0.4899, -3.0274], [0.6856, 0.1951, -1.9647], [-1.1863, -0.3015, -2.2818], [-0.0649, 1.2806, 1.7884], [0.4329, 1.2448, -2.6440], [0.4250, 0.3564, 1.8177], [0.3791, 0.5123, -1.2132], [-0.7139, 2.1408, -0.5301], [-2.5403, -0.2419, 0.7287], [-0.3141, 0.1071, -0.6408], [0.4763, 0.2287, -0.1570], [0.4293, 0.0498, -0.0369], [-0.5005, -0.6958, -1.2475], [0.1365, 0.6245, -0.1388], [-1.5997, 1.0683, 0.5757], [0.8481, -0.4411, 0.7973], [-0.0670, 0.3201, 0.2317], [-0.2610, -1.7692, -0.6915], [-0.6632, -1.8903, 0.3285], [0.7284, 0.8087, 0.1275], [-1.7553, -0.6053, 0.4374], [-0.2063, -0.6435, 0.1937], [-0.0660, -0.0135, -0.7231], [-0.2033, 0.5880, -0.6942], [1.4275, 0.1901, 3.3311], [-0.8341, -1.2261, 0.6380], [-1.4741, -0.4591, 1.2403]], "nbo_charge": [-0.468, -0.575, -0.544, -0.518, -0.703, -0.605, 0.150, 0.632, -0.281, -0.583, -0.196, -0.656, -0.243, -0.391, 0.090, -0.191, 0.808, 0.065, 0.513, -0.564, -0.590, -0.270, 0.241, 0.248, 0.477, 0.211, 0.213, 0.214, 0.212, 0.215, 0.252, 0.235, 0.230, 0.205, 0.203, 0.225, 0.232, 0.169, 0.242, 0.215, 0.215, 0.229, 0.216, 0.222]}

=====

{"formula": "C17H23AlI2LaNO4SSi", "method": "wB97M-V/def2-TZVPD", "e_homo_ev": [-21.3, -21.3], "orbital_gap_ev": [5.39, 6.39], "multiplicity": 1, "e_lumo_ev": [-15.95, -14.94], "total_charge": 4, "de_lowest_kcal_mol": 0.0, "species": ["La", "I", "I", "S", "Si", "Al", "O", "O", "O", "O", "N", "C", "C", "C", "C", "C", "C", "C", "C", "C", "C", "C", "C", "C", "C", "C", "C", "C", "H", "H", "H", "H", "H", "H", "H", "H", "H", "H", "H", "H", "H", "H", "H", "H", "H", "H", "H", "H", "H", "H", "H"], "coordinates": [[-0.929, -1.413, 0.582], [3.127, -2.334, -2.214], [4.266, -0.067, -1.575], [0.506, -0.576, -1.732], [0.177, 1.877, 2.376], [0.468, 1.334, -0.466], [-4.586, -2.658, 1.481], [-2.243, 0.251, -0.160], [-3.764, -3.060, -1.761], [-3.080, 2.953, -1.245], [0.615, 0.467, 1.321], [-2.087, 2.377, -1.008], [2.448, -2.732, 1.502], [0.533, -1.247, -4.429], [-1.526, 1.493, 3.025], [-1.465, 1.250, -0.559], [-3.457, -2.439, 1.431], [0.846, 1.221, -3.940], [0.096, -0.067, -3.586], [1.164, -0.704, 1.951], [2.234, -1.355, 1.348], [1.454, 2.092, 3.684], [0.112, 3.483, 1.392], [-1.410, 0.171, -3.647], [0.368, -1.427, 2.909], [-2.751, -2.945, -1.239], [1.564, -3.476, 2.308], [0.496, -2.815, 2.992], [-1.915, 2.466, 3.400], [-1.636, 0.422, -4.672], [0.474, 2.088, -3.374], [1.173, 2.928, 4.327], [-1.935, -0.726, -3.352], [-2.267, 1.116, 2.278], [0.313, -1.003, -5.464], [3.261, -3.204, 0.950], [1.679, -4.540, 2.374], [-0.413, -0.896, 3.438], [-0.071, -3.359, 3.689], [0.644, 1.398, -5.009], [-0.687, 3.548, 0.647], [-0.001, -2.132, -4.132], [1.078, 3.764, 0.978], [1.556, 1.204, 4.299], [1.938, 1.134, -3.788], [-0.147, 4.188, 2.180], [-1.693, 0.990, -3.000], [-1.482, 0.796, 3.892], [1.610, -1.444, -4.354], [2.931, -0.736, 0.719], [2.415, 2.344, 3.236]], "forces_ev_per_angstrom": [[-0.3689, -2.4651, 0.4577], [0.2315, 0.1544, 0.0293], [0.6230, -0.0016, -0.2911], [1.3056, 0.4574, -1.0614], [-0.4549, 0.1198, 1.4099], [0.9509, -2.5667, 2.2559], [4.4948, 0.7787, -0.0661], [0.5928, 2.2711, -1.0609], [3.4024, 0.1964, 1.6040], [4.3196, -0.7524, 0.3569], [0.3958, 1.2079, -1.1454], [-7.6081, 1.2979, -0.6608], [-0.6790, 0.1095, 0.4518], [0.4596, 0.3035, 0.2882], [-0.3818, 0.1255, 0.2407], [0.2907, 0.2962, 0.6084], [-4.8176, -0.7451, 0.4322], [0.5122, -0.4993, 0.2566], [-0.2662, 0.4999, -0.1421], [-0.0438, -0.0039, -0.0001], [0.8382, 0.2436, -0.7863], [-0.1174, -0.0224, -0.3830], [0.0000, -1.3659, -0.8527], [0.8225, -0.4055, 0.2857], [0.4613, 0.2708, -0.9989], [-3.3441, -0.2048, -1.8950], [-0.6421, 1.0857, -0.4205], [2.3949, 0.4072, -0.4701], [-0.0651, -0.6810, -0.0319], [-0.3370, 0.0837, -0.3426], [-0.0528, -0.0089, -0.0769], [-0.0429, 0.0074, 0.1013], [-0.3944, -0.1870, -0.0833], [0.4314, 0.2819, 0.5132], [-0.0982, -0.1221, -0.2071], [-0.1258, -0.0278, 0.4264], [0.0094, -0.3683, 0.1941], [-0.1044, -0.0349, 0.2342], [-0.8526, -0.6827, 0.7428], [0.1703, 0.1499, 0.3464], [0.0051, 0.4108, 0.0030], [-0.3001, -0.4914, -0.1162], [0.2095, 0.4419, -0.1045], [0.1283, -0.0822, 0.1793], [-0.5034, 0.0408, -0.2174], [0.0385, 0.3698, 0.0520], [-0.1832, 0.1604, -0.1396], [-0.1977, 0.5607, -0.4529], [-0.3289, 0.2354, -0.1916], [-0.9396, -0.7974, 0.6479], [0.1617, -0.0518, 0.0807]], "nbo_charge": [1.928, 0.592, 0.288, -0.513, 1.787, 1.863, -0.283, -0.730, -0.313, -0.144, -1.412, 0.689, -0.147, -0.661, -1.170, -0.338, 0.473, -0.654, 0.085, 0.047, -0.227, -1.145, -1.165, -0.631, -0.369, 0.493, -0.150, -0.193, 0.306, 0.284, 0.201, 0.301, 0.224, 0.235, 0.288, 0.262, 0.280, 0.272, 0.281, 0.298, 0.225, 0.228, 0.271, 0.270, 0.234, 0.348, 0.190, 0.269, 0.216, 0.248, 0.269]}

=====

Q: multiplicity of number 3 (C17H22O5)?
A: 1